# 1
{"formula": "C4H10N2", "method": "ωB97M-V with the def2-TZVPD basis set", "species": ["C", "N", "C", "C", "N", "C", "H", "H", "H", "H", "H", "H", "H", "H", "H", "H"], "positions_angstrom": [[-0.158354, 1.381940, 1.279262], [-0.365823, 0.718019, -0.046388], [0.696252, 0.926763, -1.054910], [0.767739, -0.569091, -1.305852], [0.139079, -0.651688, 0.205244], [-0.849882, -1.685727, 0.528613], [0.789667, 1.679127, 1.563825], [-0.806777, 2.381106, 1.222029], [-0.618956, 0.781672, 1.947940], [1.485997, 1.493516, -0.598264], [0.330273, 1.444784, -2.051457], [0.140718, -1.164783, -1.938592], [1.764906, -0.894019, -1.390518], [-1.439890, -2.068581, -0.376015], [-0.261916, -2.414112, 0.927007], [-1.613031, -1.358925, 1.088078]], "forces_ev_per_angstrom": [[-3.3645, 3.9834, -4.0721], [0.4576, -0.3395, 1.5672], [-3.1335, 0.9614, -2.9675], [-0.2901, -0.1068, 4.1979], [1.2057, 0.0381, -2.4284], [0.8758, 0.8537, -5.3206], [2.3685, 0.0814, 0.2734], [1.2912, -1.8617, 0.3122], [-1.2653, -1.8422, 2.3795], [1.0760, -0.3764, -0.2284], [0.6278, -0.3573, 2.1696], [-0.6949, 0.6436, -0.8573], [1.2102, -0.9180, 0.1542], [0.9805, 0.2284, 0.6052], [0.9659, -2.4885, 1.3841], [-2.3111, 1.5006, 2.8310]], "e_tot_ha": -267.7715, "total_charge": 0, "smiles": "CN1CCN1C", "homo_lumo_gap_ev": 9.12, "e_homo_ev": -7.89, "e_above_lowest_ev": 4.185}

# 2
{"formula": "C3H6FN", "method": "ωB97M-V with the def2-TZVPD basis set", "species": ["C", "C", "C", "N", "F", "H", "H", "H", "H", "H", "H"], "positions_angstrom": [[0.427916, -0.205418, 0.154820], [-0.654583, 1.773624, 0.676734], [0.494687, -1.845948, -1.059430], [-0.376756, 0.676290, -0.113745], [1.788465, -2.237318, -1.111708], [0.851503, -0.361702, 1.157075], [-1.656542, 1.548594, 0.970779], [-0.678899, 2.512248, -0.076094], [-0.114536, 2.034806, 1.491352], [0.062002, -2.339425, -0.229943], [-0.143256, -1.555750, -1.859839]], "forces_ev_per_angstrom": [[3.1807, 0.5391, -0.4636], [-4.0795, 0.3521, -2.3132], [-0.0560, -1.6563, 1.5892], [1.3904, -2.2024, -0.7282], [-0.7235, 1.1932, -0.8690], [-0.4167, -0.9163, 0.2509], [-1.1696, 0.8651, 0.8142], [-0.2704, 1.9634, -0.0325], [2.4325, 0.2521, 2.2858], [-0.8444, -0.6417, 0.5029], [0.5565, 0.2516, -1.0364]], "multiplicity": 3, "e_tot_ha": -272.2452, "total_charge": 0, "s2": 2.0141, "homo_lumo_gap_ev": [5.97, 8.39], "e_homo_ev": [-4.76, -10.39], "e_above_lowest_ev": 2.489}

# 3
{"formula": "C4H9NO", "method": "ωB97M-V with the def2-TZVPD basis set", "species": ["C", "C", "O", "H", "H", "H", "H", "C", "N", "C", "H", "H", "H", "H", "H"], "positions_angstrom": [[-1.481976, 0.638452, -1.547223], [-2.211921, 0.277142, -0.504398], [-3.020695, -0.828109, -0.459535], [-0.875737, 1.514290, -1.417565], [-1.517430, 0.059448, -2.464551], [-2.078453, 0.809818, 0.430609], [-2.482071, -1.629422, -0.429118], [3.159601, -0.375336, 0.233393], [2.046604, -0.516275, 0.800237], [1.511951, 0.656436, 1.467080], [3.602853, -1.201550, -0.312931], [3.750238, 0.550415, 0.261339], [1.462536, 0.588450, 2.549270], [1.998888, 1.567329, 1.090475], [0.492290, 0.817152, 1.113276]], "forces_ev_per_angstrom": [[-0.5642, -0.3740, 0.1916], [0.9583, -0.1495, -0.0031], [-0.2197, -0.2191, 0.1356], [0.2831, 0.1746, -0.3475], [0.1398, 0.2870, -0.0263], [-0.4978, 0.0955, 0.1514], [-0.0826, 0.1951, -0.0919], [0.2402, -0.0248, -0.0452], [0.0012, -0.0757, 0.3287], [-0.5240, 0.6939, -1.1418], [-0.0498, -0.1511, 0.0178], [-0.1758, 0.0642, -0.0122], [0.3185, -0.1498, 0.0463], [0.4109, 0.0214, 0.6410], [-0.2381, -0.3878, 0.1556]], "e_tot_ha": -287.7219, "total_charge": 0, "smiles": "C=CO.C=NC", "homo_lumo_gap_ev": 10.68, "e_homo_ev": -9.71, "e_above_lowest_ev": 3.008}

# 4
{"formula": "C4H6Cl2S", "method": "ωB97M-V with the def2-TZVPD basis set", "species": ["S", "C", "C", "C", "C", "Cl", "Cl", "H", "H", "H", "H", "H", "H"], "positions_angstrom": [[-0.697567, 2.412445, -2.169564], [0.324543, 2.533942, -0.652747], [0.505544, 1.356861, 0.282327], [0.030408, 0.177220, 0.029744], [0.324397, -0.971390, 0.962702], [-1.206442, -1.660714, 1.557602], [1.375387, -2.247882, 0.284958], [-1.843062, 2.299621, -1.446774], [0.099280, 3.406564, -0.072141], [1.338588, 2.728420, -1.031322], [1.157335, 1.497612, 1.173101], [-0.471539, -0.076591, -0.844404], [0.899046, -0.588408, 1.878870]], "forces_ev_per_angstrom": [[-0.2525, -0.2021, 1.3557], [1.3923, -0.2709, -0.1702], [0.4339, 1.4521, -0.0676], [0.9222, -2.1843, 1.4306], [0.8524, 1.0718, 1.5425], [0.0414, -0.1226, -0.0287], [-0.2631, 0.1931, -0.1973], [0.2040, 0.0128, -0.5143], [-0.4809, 0.5591, 0.1399], [-0.1657, 0.1231, -0.0992], [-0.6305, 0.1961, -0.6462], [-1.0645, -0.2206, -1.4048], [-0.9891, -0.6074, -1.3405]], "e_tot_ha": -1474.5530, "total_charge": 0, "smiles": "SC/C=C/C(Cl)Cl", "homo_lumo_gap_ev": 10.36, "e_homo_ev": -9.59, "e_above_lowest_ev": 0.313}